DFT (ωB97M-V with the def2-TZVPD basis set) results for a molecular structure, C5H11N.

Geometry as XYZ:
```
17
Properties=species:S:1:pos:R:3:mulliken_charge:R:1
C 0.0885 -1.1962 -2.2234 -1.094
C 0.2109 -1.3034 -0.7169 -0.428
C -0.3199 0.3280 0.1460 0.050
C -1.4686 0.2973 1.0992 -0.711
N -0.0051 0.2817 1.5019 -0.262
C 0.6136 1.5098 1.9802 -0.842
H -0.9580 -1.2357 -2.5418 0.344
H 0.5237 -0.2611 -2.5901 0.336
H 0.6153 -2.0223 -2.7124 0.335
H -0.1846 -2.2471 -0.3123 0.347
H 1.2219 -1.2019 -0.3228 0.396
H 0.0430 1.0132 -0.6179 0.374
H -0.8147 -0.7614 -0.1813 0.151
H -1.8952 1.3189 1.1182 0.108
H 1.6941 1.4886 1.7946 0.301
H 0.4538 1.5769 3.0607 0.266
H 0.1813 2.4150 1.5180 0.331
```

Computed properties:
Energy relative to the best compared isomer or geometry (same formula, charge and spin) = 156.9 kcal per mole
M = 85.15 g mol⁻¹
HOMO = -6.955 eV
HOMO-LUMO gap = 7.77 eV
Total energy = -6846.725 eV